Molecular formula: C31H48CrN10
Method: DFT, ωB97M-V with the def2-TZVPD basis set

```
90
Properties=species:S:1:pos:R:3:forces:R:3:lowdin_spin:R:1
Cr 0.3560 -0.6771 -0.1905 0.22 0.46 0.20 2.915
C 1.0466 -1.2548 -2.9138 -0.04 0.04 0.14 0.005
C -0.3726 -0.6106 -2.8930 0.03 -0.18 0.21 0.004
N -1.1463 -0.8320 -1.6318 0.12 0.24 -0.39 -0.008
C -2.2488 0.1887 -1.3445 0.10 0.11 0.25 0.005
C -2.1368 0.6421 0.1242 0.34 -0.07 -0.04 0.013
C -2.7179 1.6407 0.8161 -0.13 0.07 0.17 0.019
C -2.3736 1.9360 2.2751 0.11 0.05 -0.15 0.010
C -0.3025 1.9742 3.0541 -0.07 -0.02 0.07 0.013
C 0.4000 1.3217 1.8223 0.07 -0.13 -0.10 0.036
C 1.8453 0.8198 1.9696 -0.12 0.07 0.01 0.024
N 2.1152 -0.2427 0.9292 0.15 0.60 -0.25 -0.015
C 3.0782 0.1050 -0.1481 -0.08 -0.29 0.09 0.003
C 3.0614 -0.9800 -1.2439 -0.16 0.09 0.09 0.008
N 1.6785 -1.4859 -1.5627 0.08 0.12 -0.34 0.016
N -1.2049 -0.1608 0.6923 -0.58 -0.49 0.43 0.010
H 1.6779 -0.5880 -3.4969 0.09 0.01 0.01 0.000
H 1.0071 -2.2072 -3.4380 0.04 -0.09 0.02 0.000
H -0.9186 -0.9560 -3.7711 -0.06 -0.02 -0.02 0.000
H -0.2446 0.4537 -2.9750 -0.05 0.21 -0.02 0.001
H -1.5750 -1.7503 -1.6592 0.00 -0.05 0.10 0.004
H -3.2218 -0.2530 -1.5480 -0.02 -0.06 -0.07 0.000
H -2.1170 1.0331 -2.0195 0.02 -0.03 -0.06 0.001
H -3.5123 2.2337 0.3736 0.06 -0.06 0.02 0.001
H -3.3080 2.1021 2.8090 0.02 0.00 0.06 0.000
H 0.3174 2.1190 3.9397 -0.05 0.00 -0.05 0.000
H 1.9602 0.3698 2.9555 0.07 -0.08 -0.02 0.003
H 2.5643 1.6366 1.8831 0.02 -0.04 -0.06 0.000
H 2.4738 -1.0544 1.4139 -0.20 -0.22 0.08 0.002
H 4.0980 0.2195 0.2248 0.03 -0.07 0.07 0.000
H 2.7531 1.0489 -0.5422 -0.04 0.24 -0.07 0.001
H 3.6387 -1.8344 -0.8923 0.02 -0.06 -0.06 0.000
H 3.5589 -0.6085 -2.1380 -0.03 0.02 -0.09 0.001
H 1.6997 -2.4882 -1.4208 -0.02 -0.01 0.01 0.005
C -2.5676 -3.0102 1.9703 0.07 -0.07 -0.07 0.001
N -1.4218 -3.8303 1.5682 -0.16 0.00 0.13 -0.003
C -1.5995 -5.2601 1.8385 -0.04 0.04 0.10 0.000
C -0.2588 -3.3345 1.1251 0.23 0.00 0.15 0.004
N 0.2110 -2.0961 1.3368 -0.18 -0.30 -0.17 -0.009
C -0.2212 -1.2806 2.4299 -0.02 -0.03 -0.14 0.003
C -0.4441 -1.6998 3.6780 0.08 0.01 0.11 0.010
C -1.2493 -0.9129 4.6214 -0.01 -0.09 0.02 0.001
C -1.8252 0.2363 4.2620 -0.06 0.10 -0.06 0.006
C -1.4444 0.9083 2.9966 0.12 0.07 -0.03 0.008
C -1.3029 3.0745 2.6721 0.01 -0.04 -0.12 0.019
C -0.7122 4.0594 1.7339 -0.10 -0.01 0.15 0.150
C 0.0982 3.6063 0.7682 0.18 -0.09 -0.10 0.010
C 0.3044 2.1905 0.5648 -0.10 0.22 0.09 0.343
N 0.5899 1.6551 -0.6756 0.00 -0.40 0.00 0.003
C 0.5669 2.4073 -1.7955 0.20 -0.06 0.09 0.136
N -0.1952 3.5137 -1.9844 -0.14 -0.01 -0.20 0.105
C -1.5783 3.6385 -1.5511 0.01 0.03 -0.04 0.005
C 0.3114 4.6776 -2.7004 -0.03 0.04 -0.04 0.011
N 1.3871 2.0386 -2.8813 0.07 0.04 0.05 0.039
C 2.8268 2.3542 -2.8353 -0.13 -0.01 0.02 0.009
C 0.8424 2.2580 -4.2293 0.08 -0.04 0.02 0.004
C -0.6500 0.1034 1.9634 -0.08 0.05 -0.17 0.033
N 0.5129 -4.1810 0.3678 0.12 0.35 -0.20 0.002
C -0.0682 -5.0604 -0.6424 0.01 -0.05 0.05 0.000
C 1.9736 -4.1669 0.4756 -0.23 -0.01 0.03 0.001
H -2.6202 -2.9060 3.0544 0.01 -0.03 -0.01 0.000
H -3.4739 -3.5090 1.6251 0.04 -0.01 -0.03 0.000
H -2.5094 -2.0245 1.5204 0.06 0.06 -0.02 0.001
H -1.9715 -5.3756 2.8574 0.00 0.04 0.00 0.000
H -0.6581 -5.7933 1.7547 0.00 0.04 0.01 0.000
H -2.3300 -5.7029 1.1598 0.01 0.01 0.00 0.000
H -0.1628 -2.7116 3.9587 -0.05 0.07 0.00 0.001
H -1.4506 -1.3430 5.5961 0.03 0.02 -0.07 0.000
H -2.5050 0.7562 4.9322 0.09 -0.07 -0.03 0.001
H -1.6743 3.5663 3.5689 -0.02 -0.02 0.01 0.000
H -0.8885 5.1211 1.8665 0.04 -0.06 0.00 0.009
H 0.5683 4.3041 0.0840 -0.04 -0.03 0.08 0.002
H -1.8088 2.9129 -0.7811 0.03 0.03 -0.07 0.000
H -2.2504 3.5040 -2.4067 0.06 0.04 -0.02 0.004
H -1.7503 4.6327 -1.1382 0.02 -0.01 0.01 0.001
H 1.3590 4.5605 -2.9595 -0.08 0.01 0.02 0.001
H 0.2231 5.5540 -2.0526 -0.02 -0.02 0.02 0.005
H -0.2637 4.8725 -3.6086 0.00 -0.01 0.02 0.001
H 3.0186 3.4027 -2.5895 -0.01 -0.02 -0.02 0.001
H 3.2471 2.1665 -3.8220 -0.01 -0.04 0.01 0.000
H 3.3717 1.7441 -2.1277 0.03 -0.07 0.09 0.001
H -0.2447 2.2197 -4.2146 -0.02 0.01 0.00 0.000
H 1.2087 1.4684 -4.8900 -0.02 0.00 0.02 0.002
H 1.1455 3.2125 -4.6651 -0.02 -0.03 0.00 0.000
H -1.1494 -4.9492 -0.6601 0.04 0.02 -0.01 0.000
H 0.1663 -6.1102 -0.4600 -0.01 0.00 0.04 0.000
H 0.3185 -4.8035 -1.6339 0.03 0.01 0.03 0.000
H 2.3123 -4.7060 1.3618 0.00 -0.03 0.00 0.000
H 2.3581 -3.1514 0.5366 0.01 0.00 0.02 0.000
H 2.3986 -4.6620 -0.3975 -0.02 0.02 -0.01 0.000
```
Forces are in eV/Å.

Values from the calculation:
- E_LUMO (spin up / spin down): -5.2 / -5.0 eV
- Total charge: +2
- Spin multiplicity: 5
- Calculated total energy: -2801.474565 a.u.